Run P
A single C3H9N3 molecule. Source: OMol25; level of theory: ωB97M-V/def2-TZVPD.

Geometry (Å):
1 C -1.203 0.653 1.905
2 C -0.677 -0.796 -1.209
3 C 1.138 0.433 -0.354
4 H -0.467 1.508 2.044
5 H -1.876 1.102 1.183
6 H -1.635 0.288 2.848
7 H 0.300 -0.725 1.462
8 H -0.284 -1.872 -1.270
9 H -1.701 -1.123 -0.958
10 H -0.751 -0.239 -2.204
11 H 1.405 1.153 0.494
12 H 2.725 0.315 -1.496
13 N -0.593 -0.402 1.056
14 N -0.210 0.090 -0.228
15 N 1.765 0.004 -1.421

Results
LUMO level = 0.937 eV
Orbital gap = 9.89 eV
2S+1 = 1
Structure (SMILES) = [H]/N=C/N(C)NC



Run Q
2 unconnected molecules or ions with the total composition C3H9N3. Source: OMol25; level of theory: ωB97M-V/def2-TZVPD.

Geometry (Å):
1 C -1.459 -1.376 -0.068
2 C -2.821 0.506 -0.518
3 N -2.453 -0.670 -0.820
4 H -0.620 -0.753 0.298
5 H -0.995 -2.080 -0.805
6 H -1.909 -2.064 0.665
7 H -3.029 1.204 -1.308
8 H -2.642 0.852 0.509
9 N 1.462 1.178 -0.176
10 C 2.094 0.095 0.379
11 N 3.145 0.286 1.078
12 H 0.462 1.115 -0.282
13 H 1.775 2.037 0.263
14 H 1.768 -0.924 0.106
15 H 3.663 -0.601 1.200

Results
LUMO level = 0.703 eV
Orbital gap = 10.08 eV
2S+1 = 1
Structure (SMILES) = [H]/N=C/N.C=NC



Relative energies, unit hartree: run P 0.0171; run Q 0.0000



Run P
A single C3H9N3 molecule. Source: OMol25; level of theory: ωB97M-V/def2-TZVPD.

Geometry (Å):
1 C 1.146 1.183 -0.147
2 C 0.593 -0.169 0.364
3 C -0.872 -0.275 0.066
4 H 0.553 2.017 0.243
5 H 1.196 1.058 -1.246
6 H 2.204 1.368 0.230
7 H 0.634 -0.110 1.486
8 H 1.986 -1.709 0.540
9 H 0.644 -2.186 -0.507
10 H -1.358 1.669 -0.422
11 H -2.652 0.633 -0.181
12 H -2.338 -1.490 -0.293
13 N 1.316 -1.351 -0.198
14 N -1.673 0.816 0.068
15 N -1.378 -1.453 -0.003

Results
LUMO level = 0.930 eV
Orbital gap = 9.88 eV
2S+1 = 1
Structure (SMILES) = [H]/N=C(\N)[C@H](C)N



Run Q
A single C3H9N3 molecule. Source: OMol25; level of theory: ωB97M-V/def2-TZVPD.

Geometry (Å):
1 C -0.943 1.619 0.994
2 C 0.069 0.200 -0.763
3 C 1.195 -0.386 0.030
4 H -2.111 1.402 0.974
5 H -0.724 2.735 1.322
6 H -0.358 0.808 1.650
7 H -0.739 2.087 -0.942
8 H -0.816 -0.480 -0.721
9 H 0.308 0.266 -1.830
10 H 1.872 0.268 0.503
11 H -0.296 -2.323 -0.599
12 H 0.699 -3.509 -0.029
13 N -0.273 1.516 -0.245
14 N 1.468 -1.626 0.125
15 N 0.650 -2.576 -0.470

Results
LUMO level = 0.974 eV
Orbital gap = 9.72 eV
2S+1 = 1
Structure (SMILES) = CNC/C=N\N



Relative energies, unit hartree: run P 0.0000; run Q 0.0632



Run P
A molecular structure, C3H9N3. Source: OMol25; level of theory: ωB97M-V/def2-TZVPD.

Geometry (Å):
1 C 1.150 1.194 0.018
2 C -0.665 -0.503 -0.009
3 C -1.673 0.711 -0.093
4 H 0.682 2.022 -0.931
5 H 0.900 1.911 1.184
6 H 2.378 0.871 -0.008
7 H 1.457 -1.787 0.835
8 H 1.339 -1.887 -0.859
9 H -1.851 1.238 0.937
10 H -2.660 0.156 -0.242
11 H -1.402 1.507 -0.837
12 H -0.614 -2.380 0.048
13 N 0.638 -0.163 -0.009
14 N 1.611 -1.237 -0.094
15 N -1.290 -1.654 0.058

Results
LUMO level = 0.657 eV
Orbital gap = 9.52 eV
2S+1 = 1



Run Q
2 unconnected molecules or ions with the total composition C3H9N3. Source: OMol25; level of theory: ωB97M-V/def2-TZVPD.

Geometry (Å):
1 C 0.519 0.073 2.153
2 C 0.047 -1.147 1.867
3 N -0.614 -1.599 0.750
4 H 1.243 0.353 2.904
5 H 0.423 0.916 1.468
6 H 0.255 -1.937 2.582
7 H -1.328 -1.096 0.282
8 H -0.828 -2.563 0.871
9 N 0.858 0.475 -1.371
10 C -0.134 1.270 -1.813
11 N -0.783 0.977 -2.899
12 H 1.281 -0.087 -2.077
13 H 1.145 0.592 -0.427
14 H -0.553 2.115 -1.270
15 H -1.529 1.659 -3.020

Results
LUMO level = 0.991 eV
Orbital gap = 9.53 eV
2S+1 = 1
Structure (SMILES) = [H]/N=C/N.C=CN



Relative energies, unit hartree: run P 0.0932; run Q 0.0000



Run P
A molecular structure, C4H6O2. Source: OMol25; level of theory: ωB97M-V/def2-TZVPD.

Geometry (Å):
1 C 2.702 0.611 -0.192
2 O 2.773 -0.081 0.796
3 C -0.384 -0.549 0.540
4 C -1.655 -0.953 0.533
5 C -1.916 0.170 -0.437
6 O -0.497 0.513 -0.344
7 H 3.582 1.172 -0.565
8 H 1.764 0.720 -0.765
9 H 0.579 -0.785 0.982
10 H -2.244 -1.724 1.004
11 H -2.529 1.006 -0.087
12 H -2.175 -0.099 -1.465

Results
LUMO level = 0.924 eV
Orbital gap = 9.90 eV
2S+1 = 1



Run Q
A single C4H6O2 molecule. Source: OMol25; level of theory: ωB97M-V/def2-TZVPD.

Geometry (Å):
1 C 0.993 -1.258 -0.639
2 C 0.529 -0.186 0.340
3 C -0.588 0.646 -0.310
4 O -0.587 0.962 -1.481
5 C -1.537 1.333 0.682
6 O -1.021 1.735 1.697
7 H 0.141 -1.870 -0.947
8 H 1.419 -0.799 -1.535
9 H 1.741 -1.906 -0.174
10 H 1.379 0.446 0.645
11 H 0.150 -0.626 1.269
12 H -2.618 1.523 0.454

Results
LUMO level = -0.231 eV
Orbital gap = 9.55 eV
2S+1 = 1
Structure (SMILES) = CCC(=O)C=O



Run R
2 unconnected molecules or ions with the total composition C4H6O2. Source: OMol25; level of theory: ωB97M-V/def2-TZVPD.

Geometry (Å):
1 C 0.635 1.506 0.385
2 C 0.041 0.242 0.943
3 O -0.883 0.202 1.726
4 C 0.715 -1.064 0.516
5 C -1.349 -1.074 -1.332
6 O 1.732 -1.088 -0.136
7 H 0.781 1.416 -0.696
8 H -0.007 2.357 0.622
9 H 1.626 1.661 0.825
10 H 0.221 -1.967 0.919
11 H -1.416 -0.345 -2.166
12 H -2.097 -1.847 -1.607

Results
LUMO level (alpha / beta) = -1.585 / -1.577 eV
Orbital gap (alpha / beta) = 7.85 / 7.86 eV
2S+1 = 1



Run S
A single C4H6O2 molecule. Source: OMol25; level of theory: ωB97M-V/def2-TZVPD.

Geometry (Å):
1 O 2.015 1.396 1.051
2 C 2.083 0.290 0.173
3 C 0.737 -0.163 -0.197
4 C -0.425 -0.481 -0.275
5 C -1.855 -0.804 -0.317
6 O -2.666 0.347 -0.436
7 H 1.269 1.237 1.644
8 H 2.620 -0.556 0.629
9 H 2.659 0.614 -0.699
10 H -2.055 -1.531 -1.118
11 H -2.131 -1.280 0.629
12 H -2.252 0.931 -1.083

Results
LUMO level = 0.762 eV
Orbital gap = 10.72 eV
2S+1 = 1
Structure (SMILES) = OCC#CCO



Relative energies, unit hartree: run P 0.0805; run Q 0.0000; run R 0.1658; run S 0.0570



Run P
A molecular structure, C4H6O2. Source: OMol25; level of theory: ωB97M-V/def2-TZVPD.

Geometry (Å):
1 O -0.714 0.167 -1.438
2 C -0.750 -0.815 -0.500
3 C -0.573 -0.211 0.887
4 C 0.515 0.804 0.499
5 C 0.807 0.221 -0.881
6 O 0.841 -1.138 -0.799
7 H -1.448 -1.651 -0.645
8 H -0.228 -0.986 1.572
9 H -1.482 0.249 1.284
10 H 0.142 1.823 0.389
11 H 1.380 0.797 1.166
12 H 1.516 0.731 -1.547

Results
LUMO level = 1.058 eV
Orbital gap = 11.19 eV
2S+1 = 1



Run Q
A single C4H6O2 molecule. Source: OMol25; level of theory: ωB97M-V/def2-TZVPD.

Geometry (Å):
1 C 1.564 0.363 -0.667
2 C 0.373 0.636 0.221
3 O 0.059 1.761 0.544
4 C -0.474 -0.538 0.700
5 C -1.831 -0.447 0.021
6 O -2.327 -1.345 -0.609
7 H 1.571 -0.649 -1.077
8 H 2.477 0.509 -0.080
9 H 1.582 1.093 -1.479
10 H -0.040 -1.523 0.513
11 H -0.625 -0.396 1.776
12 H -2.329 0.536 0.136

Results
LUMO level = 0.615 eV
Orbital gap = 10.53 eV
2S+1 = 1
Structure (SMILES) = CC(=O)CC=O



Relative energies, unit hartree: run P 0.0665; run Q 0.0000



Run P
A single CH2OS2 molecule. Source: OMol25; level of theory: ωB97M-V/def2-TZVPD.

Geometry (Å):
1 C 0.294 -0.436 0.451
2 O -0.758 0.490 -2.028
3 S -0.808 0.770 1.130
4 S 0.274 1.175 -0.471
5 H 1.224 -0.654 1.060
6 H -0.225 -1.346 -0.141

Results
LUMO level (alpha / beta) = -0.411 / -0.412 eV
Orbital gap (alpha / beta) = 8.92 / 8.92 eV
2S+1 = 1



Run Q
A single CH2OS2 molecule. Source: OMol25; level of theory: ωB97M-V/def2-TZVPD.

Geometry (Å):
1 C 0.510 -0.604 0.292
2 H -0.254 1.083 -1.257
3 H -1.188 1.055 0.392
4 O 1.188 -1.533 0.658
5 S 0.520 -0.093 -1.377
6 S -0.776 0.093 1.292

Results
LUMO level = 0.135 eV
Orbital gap = 10.32 eV
2S+1 = 1
Structure (SMILES) = O=C(S)S



Relative energies, unit hartree: run P 0.1467; run Q 0.0000



Run P
A single C3H6N2O4 molecule. Source: OMol25; level of theory: ωB97M-V/def2-TZVPD.

Geometry (Å):
1 C 0.033 0.290 0.910
2 C -1.194 0.250 -0.068
3 C -1.854 -0.913 -0.348
4 N 1.223 0.356 0.117
5 N 2.177 -0.386 0.462
6 O 1.342 1.098 -0.862
7 O 3.203 -0.253 -0.370
8 O -1.708 1.443 -0.615
9 O -1.550 -2.168 0.008
10 H 0.020 1.268 1.323
11 H 0.161 -0.573 1.500
12 H 2.790 0.383 -1.148
13 H -2.736 -0.876 -0.903
14 H -1.292 2.271 -0.321
15 H -0.614 -2.189 0.315

Results
LUMO level = 0.522 eV
Orbital gap = 9.13 eV
2S+1 = 1
Structure (SMILES) = [O-]/[N+](C/C(O)=C\O)=N\O



Run Q
2 unconnected molecules or ions with the total composition C3H6N2O4. Source: OMol25; level of theory: ωB97M-V/def2-TZVPD.

Geometry (Å):
1 C 1.429 -0.255 -0.239
2 C 1.761 -0.495 -1.670
3 C -1.567 1.514 0.859
4 N -0.421 0.665 0.949
5 N -1.078 -1.449 1.007
6 O -1.819 -1.549 1.873
7 O 2.129 -0.552 0.668
8 O -0.551 -2.097 0.211
9 O 0.232 0.402 -0.199
10 H 2.480 -1.273 -1.766
11 H 2.264 0.390 -2.086
12 H 0.819 -0.700 -2.105
13 H -1.593 2.193 1.727
14 H -1.573 2.226 0.075
15 H -2.511 0.980 0.695

Results
LUMO level (alpha / beta) = -0.488 / -0.325 eV
Orbital gap (alpha / beta) = 8.83 / 8.82 eV
2S+1 = 1



Run R
A molecular structure, C3H6N2O4. Source: OMol25; level of theory: ωB97M-V/def2-TZVPD.

Geometry (Å):
1 C 0.358 0.472 1.013
2 C 0.820 -0.293 -0.037
3 C -0.496 -0.531 -1.419
4 N 0.522 0.127 2.314
5 N -1.363 0.310 -2.065
6 O -0.206 1.673 0.764
7 O 1.591 -1.395 0.300
8 O 0.840 0.147 -1.347
9 O -0.741 -1.730 -1.362
10 H -0.345 2.106 1.620
11 H 1.504 -1.987 -0.470
12 H 0.946 -0.794 2.407
13 H -0.299 0.237 2.897
14 H -2.037 0.944 -1.664
15 H -1.094 0.713 -2.952

Results
LUMO level = 0.468 eV
Orbital gap = 8.09 eV
2S+1 = 1



Relative energies, unit hartree: run P 0.1039; run Q 0.1629; run R 0.0000